{"formula": "C5H9NO", "method": "ωB97M-V/def2-TZVPD", "elements": ["C", "C", "C", "C", "C", "O", "N", "H", "H", "H", "H", "H", "H", "H", "H", "H"], "coordinates": [[-0.12642, -1.63424, -0.12473], [0.83640, -0.44084, -0.20800], [0.19576, 0.63387, -1.11400], [-0.71779, 1.39102, -0.11968], [-0.36595, 0.75402, 1.21907], [-1.08700, 0.53144, 2.16802], [0.94521, 0.30684, 1.06892], [-0.04963, -2.18588, -1.06197], [0.07742, -2.30592, 0.71493], [-1.16569, -1.29802, -0.02165], [1.82533, -0.77585, -0.53094], [0.96420, 1.27829, -1.54761], [-0.37216, 0.18772, -1.93802], [-1.78638, 1.30970, -0.31969], [-0.44712, 2.44718, -0.07001], [1.27380, -0.19931, 1.88535]], "forces_ev_per_a": [[0.099, -0.022, -0.013], [0.121, -0.072, -0.138], [0.096, -0.019, -0.007], [-0.091, 0.021, -0.011], [-0.373, -0.023, 0.332], [0.399, 0.681, -0.285], [-0.282, -0.423, 0.107], [-0.056, -0.158, 0.042], [0.130, 0.080, -0.137], [0.192, -0.034, 0.009], [-0.109, 0.170, -0.030], [-0.133, 0.006, 0.124], [0.146, 0.027, 0.195], [0.114, -0.008, 0.007], [-0.139, -0.022, 0.019], [-0.114, -0.205, -0.211]], "homo_lumo_gap_ev": 10.516, "molar_mass_g_mol": 99.133, "lumo_energy_ev": 0.995, "smiles": "C[C@H]1CCC(=O)N1", "homo_energy_ev": -9.521, "de_lowest_kj_mol": 41.24}